No. 1
{"formula": "C6H12N2", "method": "ωB97M-V/def2-TZVPD", "smiles": "Cc1c[nH]cn1.CC", "e_above_lowest_kj_mol": 128.45, "homo_lumo_gap_ev": 9.419, "lumo_energy_ev": 0.9152, "symbols": ["C", "H", "H", "H", "H", "H", "H", "H", "N", "C", "H", "C", "H", "N", "C", "H", "H", "C", "H", "C"], "coordinates": [[3.4457, 0.2049, 1.0567], [2.6412, -1.2401, 2.4461], [-0.9815, 0.4851, 2.1317], [-2.5980, 0.1318, 1.5449], [-1.8975, 0.2320, -3.1063], [2.8927, -0.1979, 0.2513], [1.5411, 0.2681, 2.2353], [3.6047, 1.2642, 0.9908], [-0.1727, -0.0574, -0.5350], [-2.2814, 0.1683, -1.1188], [-1.4947, -1.2031, 1.5897], [2.5311, -0.1637, 2.3657], [-3.3445, 0.4776, -1.2119], [-1.4689, 0.0525, -2.2385], [-1.4019, -0.0058, -0.0329], [2.9169, 0.2625, 3.2993], [0.7256, -0.0520, -2.5905], [-0.1730, -0.0214, -1.8690], [4.3742, -0.1982, 1.0487], [-1.6021, -0.2150, 1.3958]], "forces_ev_per_a": [[-3.49, 0.95, 2.60], [-0.87, -0.16, 0.16], [-0.83, -1.69, -1.85], [-1.13, -0.25, 0.73], [0.17, 0.06, -1.31], [-0.52, -0.02, -1.17], [-0.13, -0.65, -0.20], [-0.34, 0.63, -0.31], [3.23, -0.67, -1.18], [0.32, -0.26, 0.87], [0.36, -2.94, 1.12], [2.26, 0.90, -1.26], [1.01, -0.68, 0.11], [-1.18, 0.85, 0.63], [-0.61, 0.91, -2.41], [0.22, 0.01, -0.25], [-1.81, 0.01, 1.49], [0.35, -0.12, 0.68], [2.85, -1.66, 0.41], [0.16, 4.77, 1.14]]}

***

No. 2
{"formula": "C48H58N4O2P2SV", "method": "ωB97M-V/def2-TZVPD", "e_above_lowest_kj_mol": 0.00, "homo_lumo_gap_ev": [5.616, 5.553], "spin_multiplicity": 3, "charge": -1, "lumo_energy_ev": [2.0454, 1.9824], "symbols": ["C", "H", "C", "H", "C", "H", "H", "H", "H", "O", "H", "C", "P", "C", "H", "C", "S", "H", "H", "H", "H", "H", "C", "C", "H", "C", "H", "H", "H", "H", "C", "H", "O", "H", "C", "H", "H", "H", "H", "H", "H", "H", "C", "C", "C", "C", "H", "C", "C", "H", "C", "C", "V", "N", "H", "H", "C", "C", "C", "H", "C", "H", "H", "H", "C", "N", "C", "C", "H", "C", "H", "C", "C", "H", "C", "H", "C", "H", "C", "C", "H", "H", "P", "C", "H", "C", "H", "N", "H", "H", "H", "C", "C", "H", "H", "C", "C", "N", "H", "C", "H", "C", "H", "C", "H", "C", "H", "H", "C", "C", "C", "H", "H", "H", "C", "C"], "coordinates": [[-1.2162, 6.0171, 0.8060], [1.3886, 2.1460, -5.8994], [-4.2343, -3.3145, 3.1173], [1.6164, -4.2880, 4.2119], [-6.4851, -4.2485, 3.4617], [-3.3730, 1.6626, 1.0953], [-4.1664, 4.4001, 0.9666], [0.7024, -0.5867, 1.1127], [-7.7171, -0.4096, 4.1619], [-3.4324, -5.0949, 0.9480], [-1.1435, -3.3075, -3.6698], [3.2843, -0.3814, -0.0430], [0.6081, 2.1034, -3.6188], [3.0611, -1.8708, -1.9430], [-2.4772, 1.3249, -4.5342], [0.5780, 0.1957, 1.9342], [-2.4362, -4.1881, 1.5279], [-8.0287, -2.8760, 4.0512], [-0.6940, 2.2545, -6.4376], [-0.1377, 0.9639, 1.6008], [2.7412, 4.0639, -5.8850], [5.4016, -2.9967, 0.3233], [-4.7616, -2.0359, 3.5933], [-0.2970, 4.9479, 0.5673], [2.6130, -1.9406, -2.9117], [1.8108, 2.4611, -4.9556], [2.4044, -0.1044, 4.0695], [3.2140, 3.4569, -0.8653], [-1.9522, 3.5023, -6.2244], [-3.1054, 2.9235, -3.9750], [-6.6280, -0.5370, 4.0405], [-0.5056, -3.2449, 3.4480], [-1.6756, -3.4012, 0.5630], [-1.6125, -6.9182, 1.5094], [-0.6622, -1.6405, -4.8446], [2.6844, -1.0819, 2.5819], [5.7472, 1.1508, 0.1322], [1.2448, 4.5459, -4.9892], [-2.1207, 1.8116, -2.8618], [4.0323, 3.0392, 1.7125], [-5.9864, 1.4091, 4.4264], [2.9178, -6.1347, 4.4947], [2.3471, -6.9238, 3.9240], [-5.6683, 0.4304, 4.1701], [-4.3077, 0.1264, 4.1121], [-2.2848, 3.3615, 0.4749], [4.6987, -0.9203, 1.5106], [0.3201, 0.2878, -3.7264], [0.5335, -0.5527, -2.5929], [1.8175, 1.8728, 2.6890], [-2.5651, 5.7355, 1.0626], [-0.9555, 2.8954, -4.3220], [1.2010, 1.7904, -1.1283], [-0.0333, 2.6664, -0.2880], [2.2055, -7.7653, 4.6113], [-3.5322, 1.9073, -0.5867], [-0.9814, 3.1556, -5.8984], [-0.7221, -2.2841, -3.6391], [4.1803, 3.3581, -0.3971], [5.4361, 1.1467, 1.8799], [-3.0989, 4.4344, 0.8501], [3.8514, 0.2095, 3.0609], [3.6671, 1.6393, -5.7002], [4.8600, 3.0253, -1.1652], [4.2708, -1.1980, 0.5274], [1.3702, -0.1140, -1.5831], [-2.7705, 1.9334, 0.2453], [-0.2800, -4.3017, 3.1948], [2.7396, 0.5967, -4.6181], [1.9218, 0.8695, 2.2229], [4.4588, -3.6014, -1.8984], [5.5252, 1.7492, 0.9661], [4.0532, -2.7361, -1.3907], [0.1486, -0.3433, 2.8255], [-0.1456, -0.3248, -4.8841], [-4.7784, -5.3716, 2.7376], [-6.1819, -1.8549, 3.7759], [-0.2023, 3.9059, -6.1202], [3.0465, 1.6400, -4.7757], [4.1605, 2.4156, 0.8236], [6.2864, 2.5203, 1.1585], [-7.1454, -5.0758, 3.3738], [2.7616, 1.2842, 0.6068], [-5.1343, -4.4138, 3.1130], [-0.0665, -2.4006, -1.5785], [2.7913, -0.0929, 3.0651], [2.9329, -7.3241, 3.0437], [-2.9856, -3.2038, 2.7047], [0.3603, -8.0377, 2.3904], [1.4976, 5.9685, 1.2495], [-3.5470, 0.9015, 4.2938], [-0.8315, 3.6451, 0.2489], [-2.2903, 2.1754, -3.8553], [-0.8661, 7.0416, 0.8861], [1.7039, 4.2682, 0.7670], [-1.1139, -5.0373, 2.3821], [0.2362, -6.9937, 2.6343], [-3.8414, -1.1091, 3.9089], [-0.0707, 0.2254, -5.8192], [-6.9995, -2.9938, 3.7397], [-2.0301, 1.1763, 0.0193], [-0.9176, -6.3739, 2.1409], [4.4577, 4.3796, -0.0735], [-0.1303, -1.7875, -2.5133], [3.6311, 1.9356, -3.9042], [1.1423, -6.2821, 3.4224], [-0.9334, 3.8822, -3.8520], [-3.2209, 6.5292, 1.3380], [4.6475, -2.3717, -0.1604], [2.1613, 3.9371, -5.0080], [1.1713, 5.1849, 0.5290], [1.4139, 5.4735, -0.5291], [2.8791, 4.1880, -4.1763], [-0.9670, -2.1749, -5.7422], [2.6179, -0.7683, -1.2372], [0.8925, -4.9155, 3.6838]], "forces_ev_per_a": [[0.01, -1.57, 0.82], [-0.41, 0.04, -0.28], [-2.25, 0.01, 0.49], [-0.20, -0.43, 0.08], [0.75, 1.56, -0.34], [-0.03, -0.47, 0.56], [-0.34, -0.71, 0.11], [-0.26, 0.96, 0.97], [0.69, 0.37, 0.01], [1.13, 0.14, 0.52], [0.16, 0.71, 0.44], [0.36, 0.81, 0.45], [-0.33, -0.78, -0.04], [1.41, -1.01, 0.56], [0.00, 0.27, 0.40], [-0.50, -0.57, -0.40], [-0.52, 1.48, 0.71], [-0.25, -0.04, -0.24], [-0.32, -0.06, -0.10], [0.12, -0.55, 0.00], [0.34, 0.62, -1.18], [-0.22, -0.01, -0.38], [-0.68, -0.68, 0.79], [-2.02, -0.15, -0.26], [-0.10, -0.89, -0.45], [0.16, 0.17, 0.36], [-0.04, -0.23, 0.48], [-0.44, 0.07, -0.12], [-0.23, 0.08, 0.03], [0.39, -0.68, 0.47], [0.05, -1.17, 0.01], [0.12, -0.86, -0.43], [-0.32, -0.21, 0.19], [0.02, 0.10, 0.07], [0.57, 1.35, -0.96], [0.21, 0.34, 0.57], [0.49, -0.80, -1.03], [0.73, 0.21, 0.01], [-0.52, -0.10, 0.72], [-0.49, -0.22, 0.07], [-0.05, 0.97, 0.01], [-0.08, -1.03, -0.69], [2.37, -0.01, 0.25], [-0.70, 0.06, 0.10], [0.95, -0.91, 0.31], [2.17, 0.52, -0.66], [-0.08, -0.39, -1.03], [0.11, -0.59, -0.31], [-0.32, -0.17, -0.32], [-0.15, -0.59, 0.07], [0.99, -1.06, -1.24], [-0.89, -0.11, -0.72], [-1.67, 1.23, 0.09], [0.53, 0.61, -0.06], [-0.28, 0.12, -0.13], [0.80, 0.11, 0.48], [1.34, -0.21, 1.61], [-0.62, -1.99, -0.44], [0.13, 0.99, 0.66], [0.60, -0.16, -0.30], [1.17, 0.71, 0.17], [-0.34, -0.18, 0.27], [-0.17, 0.21, 0.67], [0.39, -0.21, -0.21], [-0.31, -0.20, -0.88], [2.43, 0.39, 0.83], [-1.57, 1.12, -0.89], [1.30, 0.43, 0.70], [0.30, 0.08, -0.01], [0.85, 0.09, 0.10], [-0.33, 0.00, -0.19], [-0.65, 0.90, 2.17], [-0.10, 2.00, 0.42], [0.54, 0.62, -0.72], [-0.62, -0.67, -0.13], [-0.17, 0.26, 0.23], [1.37, 0.05, 0.00], [-0.62, -0.21, -0.21], [0.59, -1.30, -0.35], [0.97, 0.59, -0.62], [-0.06, -0.29, -0.29], [-0.46, -0.69, 0.20], [-1.20, -1.80, 0.07], [0.60, 0.34, -0.15], [-0.11, 0.72, -0.89], [-0.07, 0.44, -0.98], [-0.21, 0.49, 1.06], [1.90, -1.66, -2.21], [0.35, -0.20, 0.16], [-0.30, -0.33, -0.65], [-0.43, -0.31, 0.01], [-1.62, 0.27, 0.65], [1.23, 0.86, -1.61], [0.16, -0.10, 0.17], [0.07, -0.08, -0.09], [-1.17, -0.07, -0.32], [-0.89, 0.57, 0.13], [-0.79, 1.80, -0.66], [-0.33, -0.11, 0.02], [-0.56, -0.66, 0.18], [0.32, 0.23, 0.20], [0.91, -0.53, -0.14], [0.15, -0.43, -0.25], [0.91, -0.05, 1.28], [0.13, 0.12, -0.05], [-1.49, 0.93, -0.50], [-0.11, 0.01, 0.08], [-0.44, 0.46, 0.08], [-0.29, -0.01, 0.39], [0.05, -0.10, 1.45], [0.25, 0.65, -0.70], [0.33, -0.13, 0.90], [-1.05, -0.06, -0.46], [-0.06, 0.36, 0.08], [-2.28, 0.33, 0.63], [-0.90, -0.11, -0.54]]}

***

What is the formula in the second record?
C48H58N4O2P2SV